Run w
# C2H7N4O

A gas-phase ion, C2H7N4O (charge +1) (ωB97M-V/def2-TZVPD, the OMol25 dataset).

As for the SMILES: [H]/N=C(/C[O-])[N+](N)=[NH2+]. The value obtained for the orbital gap (spin up / spin down) is 8.4 / 8.3 eV. The total charge is +1. The calculation puts the lowest unoccupied orbital energy (spin up / spin down) at -5.91 / -6.13 eV.

Geometry (Å):
C: 0.8598 -0.5825 -0.0104
C: -0.3030 -1.4340 0.6632
N: 2.0182 -0.9198 -0.2597
N: 0.1743 0.7080 -0.3128
N: -0.0651 1.5617 0.7222
N: -0.8631 0.3708 -1.0697
O: -1.4090 -1.1502 -0.0197
H: -0.1421 -2.4635 0.8094
H: -0.3289 -0.7745 1.6394
H: 2.6373 -0.3129 -0.7345
H: 0.8169 2.0835 0.9300
H: -0.8670 2.2195 0.6193
H: -1.8329 0.8497 -1.0237
H: -0.6954 -0.1558 -1.9531

***

Run x
# C2H7N4O

2 unconnected molecules or ions with the total composition C2H7N4O (ωB97M-V/def2-TZVPD, the OMol25 dataset).

The value obtained for the orbital gap is 10.4 eV. The total charge is +1. The calculation puts the lowest unoccupied orbital energy at -4.25 eV.

Geometry (Å):
C: -0.2753 -0.0777 0.8994
C: -0.1754 1.9512 -0.5249
N: 1.9648 -2.7399 -0.0127
N: -0.7656 -0.2397 1.9615
N: 0.8404 -2.1876 0.0763
N: -0.0722 0.4440 -0.2402
O: 2.1994 -3.8985 0.1490
H: 0.0875 2.1282 -1.6031
H: 0.4531 2.5334 0.1014
H: -1.1416 2.4081 -0.4979
H: 2.7724 -2.1864 -0.1958
H: -0.5141 -0.1423 2.8991
H: 0.0974 -2.8579 0.3206
H: 0.4330 -0.3483 -0.8517

***

Quick one: least stable of them? run w

***

Run w
# C2H7N4O

A gas-phase ion, C2H7N4O (charge +1) (ωB97M-V/def2-TZVPD, the OMol25 dataset).

As for the SMILES: NC1=C(O)N[NH2+]N1. The value obtained for the orbital gap is 8.3 eV. The total charge is +1. The calculation puts the lowest unoccupied orbital energy at -3.63 eV.

Geometry (Å):
C: 0.4145 -0.6931 0.0414
C: 0.7822 0.6272 -0.1014
N: -1.0664 -0.7879 0.0132
N: -0.4239 1.4356 -0.0457
N: 1.1477 -1.7978 0.0507
N: -1.5174 0.4932 0.3081
O: 1.9713 1.1691 0.0051
H: -1.3572 -1.1270 -0.9631
H: -0.5762 1.9293 -1.0002
H: 2.0602 -1.5587 -0.2679
H: 0.7674 -2.7824 -0.1855
H: -2.2939 0.9388 -0.1135
H: -1.8273 0.5128 1.3345
H: 1.9192 1.6409 0.9242

***

Run x
# C2H7N4O

2 unconnected molecules or ions with the total composition C2H7N4O (ωB97M-V/def2-TZVPD, the OMol25 dataset).

The value obtained for the orbital gap is 7.9 eV. The total charge is +1. The calculation puts the lowest unoccupied orbital energy at -5.35 eV.

Geometry (Å):
C: 0.5016 1.2650 1.3852
C: 0.3635 -0.2470 1.0868
N: -1.8319 -1.0745 -0.6785
N: -1.6151 0.0584 -0.8952
N: 1.0019 -0.6694 -0.0177
N: 1.5887 -0.0714 -0.9656
O: 0.9076 2.0647 0.6066
H: 0.1700 1.5724 2.4778
H: -0.0378 -0.9617 1.7631
H: -2.8788 -1.4318 -0.7451
H: 1.1068 -1.7226 0.0074
H: 1.3147 0.9813 -0.9794
H: -2.4001 0.7453 -1.1627
H: 1.8089 -0.5089 -1.8827

***

Run y
# C2H7N4O

A gas-phase ion, C2H7N4O (charge +1) (ωB97M-V/def2-TZVPD, the OMol25 dataset).

As for the SMILES: [H]/N=C1/CO[NH2+]N1N. The value obtained for the orbital gap is 11.6 eV. The total charge is +1. The calculation puts the lowest unoccupied orbital energy at -3.77 eV.

Geometry (Å):
C: -0.5328 0.6990 0.4985
C: 0.6326 0.6580 1.4560
N: -1.6830 1.0442 0.7724
N: -0.1233 -0.0569 -0.7800
N: -0.7883 -1.2377 -1.2290
N: 1.2628 -0.3131 -0.5754
O: 1.6270 -0.1402 0.8127
H: 1.0736 1.6842 1.6099
H: 0.4135 0.2114 2.3116
H: -2.2679 0.9886 -0.0515
H: -1.2508 -1.6044 -0.4260
H: -1.4324 -1.0535 -2.1145
H: 1.3905 -1.2615 -0.9769
H: 1.6784 0.3820 -1.3078

***

Run z
# C2H7N4O

2 unconnected molecules or ions with the total composition C2H7N4O (ωB97M-V/def2-TZVPD, the OMol25 dataset).

The value obtained for the orbital gap is 9.3 eV. The total charge is +1. The calculation puts the lowest unoccupied orbital energy at -4.27 eV.

Geometry (Å):
C: -1.8981 -1.5524 0.5910
C: 1.6019 -0.2584 -0.0490
N: -2.5760 -0.7175 1.1246
N: 1.0839 0.7697 -0.5775
N: -1.0626 -2.0404 -0.1020
N: -0.2536 0.8180 -0.8815
O: 2.7746 -0.2159 0.5262
H: -2.9174 -0.2935 2.0453
H: 1.6330 1.7011 -0.7336
H: -0.9890 -2.7430 -0.8265
H: 1.4321 -1.3513 -0.2764
H: -0.6588 -0.1032 -0.9490
H: -0.5137 1.4834 -1.6402
H: 3.0395 0.6138 0.8648

***

Quick one: least stable of them? run y